Entry 1:
Computed, not measured: a molecular structure, C43H47O5P2RuS2Si2, with the ωB97M-V functional and the def2-TZVPD basis.

Multiplicity: 6
DFT total energy (Ha): -4195.649321
HOMO-LUMO gap (spin up / spin down) (eV): 6.20 / 6.14
Molecular weight (g/mol): 927.17

Geometry (Å):
1 Ru 1.006882 1.075409 0.615006
2 O -1.188654 -4.276278 -3.098487
3 S -1.170259 1.885219 0.715673
4 C -0.894956 3.637217 0.288954
5 C -2.087346 4.380205 0.269062
6 C -2.058688 5.795997 0.361082
7 C -0.814491 6.395056 0.332133
8 C 0.387504 5.653648 0.174600
9 C 0.369007 4.252665 0.122719
10 P 1.810417 3.145152 -0.016848
11 C 2.344271 3.351038 -1.709037
12 C 3.504705 2.685113 -2.076065
13 C 4.042635 2.777851 -3.384794
14 C 3.467484 3.719297 -4.280051
15 C 2.311191 4.423908 -3.912007
16 C 1.801277 4.269665 -2.607195
17 C 3.017135 4.202829 0.903354
18 C 3.902083 5.124367 0.315647
19 C 4.555544 6.033282 1.139060
20 C 4.554993 5.839096 2.531473
21 C 3.772948 4.841722 3.146839
22 C 2.942015 4.106881 2.300765
23 C -1.707299 1.706964 2.416577
24 C -3.049285 1.785834 2.679942
25 C -3.568637 1.287789 3.854506
26 C -2.715118 0.802521 4.820960
27 C -1.363156 0.634218 4.565036
28 C -0.808961 1.123857 3.332593
29 P 0.890819 0.785032 2.933122
30 C 0.888504 -0.968675 3.347678
31 C 2.052876 -1.548179 3.973986
32 C 2.098212 -2.875141 4.265030
33 C 1.071913 -3.710421 3.899024
34 C -0.079687 -3.221780 3.308244
35 C -0.176268 -1.835642 3.077398
36 C 2.222651 -0.523285 0.714460
37 C 3.333745 -0.295882 1.468931
38 C 4.591559 -0.883443 1.364951
39 C 5.019557 -2.021230 0.666859
40 C 4.152765 -2.890266 0.022338
41 C 1.921260 -1.735358 -0.067233
42 H -2.986378 3.846423 0.274429
43 H -3.008476 6.376514 0.461489
44 H -0.730052 7.519637 0.380440
45 H 1.365016 6.110477 0.058798
46 H 3.992907 1.991128 -1.374615
47 H 4.998207 2.280117 -3.628741
48 H 3.963363 3.922110 -5.221282
49 H 1.881902 5.212860 -4.513474
50 H 0.941803 4.933589 -2.378637
51 H 4.112380 5.067960 -0.757393
52 H 5.110645 6.901905 0.737841
53 H 5.067235 6.591806 3.136247
54 H 3.803202 4.731126 4.243081
55 H 2.364489 3.266110 2.734400
56 H -3.695644 2.357569 1.999721
57 H -4.624233 1.452390 4.042401
58 H -3.216871 0.512392 5.767127
59 H -0.771708 0.119651 5.291992
60 H 2.927912 -0.938324 4.226274
61 H 2.948865 -3.301110 4.716276
62 H 1.259839 -4.792900 4.015789
63 H -0.895322 -3.922690 3.055409
64 H -1.077657 -1.474359 2.617943
65 H 3.317897 0.444967 2.241766
66 H 5.427601 -0.353998 1.911642
67 H 6.090174 -2.287046 0.522828
68 H 4.510638 -3.730085 -0.605872
69 H 0.929614 -2.174590 0.183347
70 O 2.819906 -2.802505 0.048525
71 S 1.460061 -1.059226 -1.813323
72 O 0.653271 -1.995159 -2.605437
73 O 2.843269 -0.879953 -2.278426
74 O 0.641692 0.150151 -1.452369
75 C -4.430938 -3.277761 -5.744520
76 Si -3.560396 -3.422525 -4.048839
77 C -2.651307 -1.716221 -3.884458
78 C -1.986787 -4.482489 -4.196752
79 C -4.402846 -4.295851 -2.768295
80 Si -4.288961 -4.639589 -1.009441
81 C -5.409332 -6.100206 -0.530004
82 C -4.627257 -3.322233 0.300414
83 C -2.544805 -5.359490 -0.546551
84 H -3.972369 -2.481526 -6.324478
85 H -5.511407 -3.032300 -5.924500
86 H -4.295542 -4.277064 -6.324750
87 H -2.626818 -1.283614 -4.897019
88 H -1.608262 -1.699722 -3.476085
89 H -3.230396 -1.003324 -3.301147
90 H -2.203264 -5.592948 -4.250005
91 H -0.820418 -3.419926 -2.824145
92 H -1.419265 -4.210248 -5.139220
93 H -5.454995 -4.315384 -3.130429
94 H -4.942222 -6.828279 0.136920
95 H -5.580121 -6.775985 -1.413303
96 H -6.398041 -5.798231 -0.100417
97 H -5.622031 -2.924993 0.237259
98 H -3.880867 -2.514032 0.227839
99 H -4.552263 -3.693233 1.301249
100 H -1.945179 -5.763667 -1.386237
101 H -2.761605 -6.191365 0.130617
102 H -2.048953 -4.590965 0.071834

Cartesian forces (eV/Å) of the 6 atoms listed first:
0.2 -2.0 0.1
1.1 -0.8 2.2
-0.2 0.4 -1.0
-0.9 0.6 0.4
1.7 1.4 0.5
-0.4 -1.1 -0.2

=====

Entry 2:
Computed, not measured: 12 unconnected molecules or ions with the total composition C37H78F24N6O15P2S4, with the ωB97M-V functional and the def2-TZVPD basis.

DFT total energy (Ha): -7586.091908
HOMO-LUMO gap (eV): 3.80
Molecular weight (g/mol): 1493.23

Geometry (Å):
1 C -2.714825 -6.497715 3.816374
2 C -1.427641 -5.819785 3.452082
3 O -1.259883 -4.892482 2.724801
4 N -0.181041 -6.651252 3.635070
5 H 0.204848 -6.466244 4.593832
6 H -0.421488 -7.641704 3.658027
7 C 0.843485 -6.197358 2.616588
8 H -3.548215 -5.799460 3.812171
9 H -2.614702 -6.904956 4.826011
10 H -2.960273 -7.326002 3.150879
11 H 1.031846 -5.130656 2.657036
12 H 0.549536 -6.617666 1.661922
13 H 1.759144 -6.702788 2.924788
14 C 1.187103 -1.011015 8.750712
15 C 0.226161 -0.974148 7.612577
16 O 0.155423 -0.202391 6.734692
17 N -0.674887 -2.229402 7.528921
18 H -0.162918 -3.021444 7.954423
19 H -1.416351 -2.252037 8.241777
20 C -1.394244 -2.359545 6.218803
21 H 0.936149 -0.552028 9.704182
22 H 1.999274 -0.384705 8.367720
23 H 1.649971 -1.994680 8.842761
24 H -0.765715 -2.805185 5.449719
25 H -1.662244 -1.351284 5.919534
26 H -2.259125 -3.007739 6.336599
27 C -0.376472 -2.950993 -2.162002
28 C -1.194879 -3.235287 -0.956294
29 O -1.382501 -2.512495 -0.047351
30 N -1.794538 -4.621793 -0.851124
31 H -2.542197 -4.500985 -0.161428
32 H -2.270831 -4.891285 -1.712864
33 C -0.762225 -5.643188 -0.398413
34 H 0.176584 -2.026117 -2.035016
35 H -0.972547 -2.887554 -3.079050
36 H 0.255536 -3.816555 -2.385708
37 H -0.024685 -5.111043 0.206412
38 H -0.354780 -5.996888 -1.338864
39 H -1.225448 -6.356656 0.274762
40 C -3.219933 10.036813 -1.659126
41 C -3.230565 8.582975 -1.140767
42 C -2.076030 7.849630 -1.753997
43 N -1.812543 6.432831 -1.182311
44 C -1.622541 6.625433 0.301932
45 C -2.845853 5.422663 -1.526443
46 C -2.059297 4.194707 -1.962278
47 C -0.549389 4.467064 -1.644721
48 C -0.514449 5.995478 -1.843778
49 H -2.494309 10.631707 -1.106739
50 H -4.236390 10.424214 -1.602859
51 H -2.972816 10.114591 -2.720749
52 H -4.105641 8.128478 -1.619364
53 H -3.363209 8.642194 -0.065755
54 H -1.162187 8.410041 -1.536912
55 H -2.072916 7.704540 -2.833486
56 H -2.553434 6.654067 0.856878
57 H -0.947427 7.457003 0.465753
58 H -1.110394 5.692914 0.533140
59 H -3.516401 5.195538 -0.698732
60 H -3.445466 5.817684 -2.346486
61 H -2.458393 3.257957 -1.577974
62 H -2.263468 4.121376 -3.036987
63 H -0.357074 4.069239 -0.652238
64 H -0.061796 3.906275 -2.438914
65 H 0.337027 6.477310 -1.366761
66 H -0.527578 6.272174 -2.896074
67 C -0.194588 0.396248 -1.419417
68 C 0.084723 -0.539580 -0.224552
69 C 0.683362 0.235079 0.971334
70 N 0.495731 -0.422798 2.347619
71 C -0.989464 -0.540344 2.692381
72 C 1.332500 0.331082 3.359912
73 C 2.680344 -0.425797 3.497060
74 C 2.512473 -1.734205 2.710346
75 C 1.030739 -1.879988 2.427209
76 H -1.034448 0.139232 -2.061216
77 H 0.683405 0.542486 -2.051756
78 H -0.214110 1.404933 -0.993085
79 H 0.683081 -1.370437 -0.606872
80 H -0.835874 -1.006112 0.133432
81 H 0.191763 1.207853 0.977813
82 H 1.766004 0.346564 0.946039
83 H -1.223076 0.509253 2.506137
84 H -1.137422 -0.762564 3.743018
85 H -1.548208 -1.154320 1.996753
86 H 0.758765 0.158866 4.273741
87 H 1.320850 1.410307 3.229461
88 H 2.948676 -0.633970 4.534251
89 H 3.529295 0.159289 3.147331
90 H 2.948106 -2.632263 3.132174
91 H 2.865021 -1.489663 1.705293
92 H 0.543402 -2.397455 3.257299
93 H 0.743069 -2.395157 1.516511
94 C -3.768941 1.436782 -4.452893
95 C -3.188570 1.391152 -5.856201
96 C -2.251366 0.194012 -5.961429
97 N -1.782423 -0.019940 -7.374478
98 C -2.813994 -0.778759 -8.166223
99 C -0.414975 -0.813580 -7.318840
100 C 0.611866 0.025733 -8.032191
101 C -0.165351 0.893731 -8.996829
102 C -1.335547 1.234486 -8.110014
103 H -4.444153 2.254686 -4.210921
104 H -2.876673 1.609492 -3.837680
105 H -4.234169 0.507728 -4.119411
106 H -2.767607 2.385274 -6.022186
107 H -4.064503 1.453373 -6.514971
108 H -2.747862 -0.683276 -5.558669
109 H -1.353472 0.487253 -5.416971
110 H -2.525421 -1.166237 -9.138409
111 H -3.622722 -0.053328 -8.238395
112 H -3.172381 -1.621527 -7.577624
113 H -0.550298 -1.636373 -8.024950
114 H -0.161603 -1.253704 -6.358739
115 H 1.327420 -0.614496 -8.545766
116 H 1.195597 0.709990 -7.415225
117 H -0.524632 0.333600 -9.862135
118 H 0.471818 1.750638 -9.194915
119 H -2.174839 1.731142 -8.595724
120 H -0.977841 1.907099 -7.327636
121 C 6.382347 -1.385079 1.283263
122 F 5.798257 -1.020118 2.437900
123 F 5.427367 -1.662387 0.405981
124 F 7.059424 -0.293040 0.866214
125 S 7.557756 -2.846246 1.492126
126 O 8.146902 -2.925252 0.171104
127 O 8.400634 -2.511641 2.631229
128 O 6.648383 -3.951212 1.836960
129 C 1.454936 4.390810 3.736061
130 F 0.356607 3.635455 3.683851
131 F 1.304039 5.298206 4.695207
132 F 2.515348 3.626540 3.990696
133 S 1.695073 5.202740 2.033415
134 O 3.060603 5.731697 2.066314
135 O 1.532981 4.117284 1.055224
136 O 0.694865 6.270889 1.936659
137 C 3.538503 -5.072013 5.974928
138 F 4.329887 -4.070362 6.312921
139 F 3.771128 -5.321606 4.683438
140 F 3.784954 -6.160539 6.693671
141 S 1.696193 -4.662534 6.097308
142 O 1.029810 -5.973985 6.035440
143 O 1.573364 -3.963132 7.363880
144 O 1.347870 -3.805989 4.984358
145 C 2.317533 1.318949 -4.499690
146 F 1.434991 0.301113 -4.473709
147 F 1.739230 2.348203 -5.168053
148 F 2.623183 1.675240 -3.263086
149 S 3.885108 0.562104 -5.296852
150 O 4.775872 1.668362 -5.656327
151 O 4.330134 -0.241893 -4.161787
152 O 3.409571 -0.243402 -6.418667
153 P -3.459595 2.810334 1.984955
154 F -4.532103 2.989667 3.199009
155 F -3.432670 4.443586 1.789959
156 F -2.300946 2.952798 3.106139
157 F -2.348592 2.763969 0.806662
158 F -3.494428 1.207651 2.152795
159 F -4.659437 2.708981 0.952844
160 P 2.721375 -4.579221 -0.333298
161 F 1.329575 -4.106367 0.418379
162 F 2.195171 -6.086851 -0.211067
163 F 1.942582 -4.558832 -1.834674
164 F 3.994941 -5.118121 -1.183248
165 F 3.139326 -3.076238 -0.415615
166 F 3.602609 -4.750406 1.029126

Cartesian forces (eV/Å) of the 6 atoms listed first:
0.1 0.4 1.3
0.2 -1.0 -2.3
-1.1 0.6 0.8
-0.4 1.1 0.7
0.5 0.4 0.5
0.3 -0.1 -0.5

=====

Entry 3:
Computed, not measured: a single C5H6ClN3O molecule, with the ωB97M-V functional and the def2-TZVPD basis.

SMILES: O=CNN1C=CN=C[C@H]1Cl
DFT total energy (Ha): -893.744757
HOMO-LUMO gap (eV): 8.74
Molecular weight (g/mol): 159.58

Geometry (Å):
1 O -2.828615 0.061261 0.520733
2 C -2.362189 0.968330 -0.088033
3 N -1.063401 1.124754 -0.343248
4 N -0.173297 0.140238 -0.019243
5 C -0.091911 -0.969736 -0.815982
6 C 0.931773 -1.833102 -0.688925
7 N 1.815429 -1.670502 0.333471
8 C 1.819614 -0.593174 1.076752
9 C 0.914294 0.537264 0.725385
10 Cl 1.799667 1.829948 -0.373589
11 H -3.147083 1.819091 -0.435251
12 H -0.645513 1.927646 -0.844290
13 H -0.947710 -1.178716 -1.551358
14 H 0.943739 -2.769264 -1.034183
15 H 2.573552 -0.511746 1.866617
16 H 0.461649 1.117710 1.671147

Cartesian forces (eV/Å) of the 6 atoms listed first:
-0.4 -1.6 0.7
-3.1 2.4 -0.3
1.2 1.5 -1.1
-0.4 -1.4 -0.5
-1.4 -0.8 -2.0
-0.9 3.1 2.0

=====

The records above give, respectively, strongest force on any atom values of 0.06635; 0.08929; 0.07611 Eh/bohr.
The records above give, respectively, energy above the lowest of the compared OMol25 structures with the same formula, charge and spin values of 328.22; 1.43; 126.54 kJ/mol.